# 1
A structure of composition C51H52F3N5RhSb at a distorted geometry. Source: the Open Molecules 2025 dataset; level of theory: the ωB97M-V functional and the def2-TZVPD basis.

Structure (XYZ):
```
113
Properties=species:S:1:pos:R:3:forces:R:3
Rh -0.142 -0.870 -0.939 -0.268 0.603 -0.791
C -0.726 -1.516 -5.011 -0.025 -0.040 0.032
C -2.071 -1.108 -4.468 0.045 0.022 -0.055
C -3.041 -0.552 -5.296 0.027 0.051 0.004
C -4.271 -0.166 -4.789 0.006 -0.004 0.006
C -4.540 -0.305 -3.436 -0.008 0.008 0.015
C -3.603 -0.863 -2.572 -0.065 0.078 -0.012
C -3.902 -1.032 -1.108 0.013 -0.041 -0.027
C -2.391 -1.280 -3.120 0.233 -0.072 -0.014
N -1.417 -1.891 -2.249 -0.212 -0.175 0.298
C -1.344 -3.170 -2.204 0.292 -0.171 0.225
C -2.157 -4.117 -3.022 -0.041 0.060 -0.035
C -0.352 -3.709 -1.208 -0.367 0.071 -0.211
C -0.095 -5.179 -1.110 0.029 0.036 0.004
N 0.217 -2.824 -0.471 0.200 0.006 0.236
C 1.166 -3.301 0.507 -0.064 0.006 -0.125
C 2.484 -3.542 0.128 0.062 0.124 0.000
C 3.007 -3.216 -1.248 -0.023 -0.063 0.020
C 3.338 -4.087 1.085 0.010 -0.010 0.020
C 2.891 -4.378 2.363 0.006 -0.006 -0.038
C 1.580 -4.096 2.719 -0.022 0.010 0.045
C 0.699 -3.540 1.799 -0.014 -0.069 0.045
C -0.732 -3.247 2.156 0.030 -0.008 -0.011
H -0.510 -0.984 -5.935 -0.007 -0.011 -0.004
H -0.694 -2.585 -5.237 -0.010 0.002 0.002
H 0.079 -1.315 -4.301 -0.004 0.031 -0.013
H -2.820 -0.415 -6.348 -0.007 -0.016 0.005
H -5.020 0.252 -5.448 0.011 0.015 0.006
H -5.498 0.009 -3.040 0.009 0.011 -0.003
H -4.702 -0.359 -0.804 -0.011 -0.031 -0.023
H -3.020 -0.834 -0.493 0.005 0.019 -0.002
H -4.226 -2.052 -0.881 0.012 -0.003 -0.014
H -2.886 -3.590 -3.631 0.009 -0.016 -0.017
H -2.682 -4.825 -2.381 0.003 0.016 0.013
H -1.503 -4.699 -3.677 0.000 -0.012 0.017
H -0.890 -5.759 -1.568 0.002 -0.002 0.012
H 0.020 -5.485 -0.071 0.025 -0.005 -0.007
H 0.837 -5.426 -1.626 0.014 0.006 0.006
H 2.280 -2.678 -1.854 -0.001 0.013 0.005
H 3.302 -4.121 -1.782 -0.024 -0.002 0.008
H 3.899 -2.593 -1.169 0.012 0.000 -0.004
H 4.366 -4.296 0.811 0.002 0.013 0.010
H 3.565 -4.823 3.084 -0.002 0.001 -0.006
H 1.228 -4.320 3.719 0.006 0.014 -0.006
H -0.851 -3.146 3.235 -0.001 0.001 -0.024
H -1.404 -4.044 1.827 0.011 -0.008 -0.009
H -1.062 -2.332 1.659 -0.035 -0.001 0.026
N 7.413 -0.811 5.348 -0.011 0.001 -0.014
C 6.541 -0.742 4.604 -0.024 -0.025 -0.035
C 5.439 -0.646 3.683 0.034 -0.006 0.067
C 5.621 -0.003 2.456 0.001 0.004 0.000
C 4.552 0.125 1.595 -0.014 0.043 0.010
C 3.303 -0.405 1.951 0.136 -0.098 -0.100
C 3.138 -1.073 3.171 -0.066 0.033 0.023
C 4.202 -1.186 4.039 0.041 0.004 -0.007
C 2.202 -0.270 1.077 -0.180 0.239 -0.297
C 1.230 -0.143 0.301 0.211 -0.157 0.761
H 6.594 0.389 2.195 -0.008 0.021 0.014
H 4.669 0.633 0.647 0.010 -0.030 -0.007
H 2.171 -1.480 3.432 0.013 -0.012 -0.031
H 4.090 -1.687 4.991 0.003 0.012 0.002
C -1.598 3.820 -2.170 0.024 0.019 0.010
C -0.571 3.107 -3.055 -0.067 0.011 0.049
C 0.526 4.079 -3.471 0.021 -0.009 -0.014
C -1.254 2.542 -4.296 0.018 0.019 -0.040
N 0.119 2.009 -2.339 0.242 -0.137 -0.214
N -0.717 0.918 -1.962 -0.227 -0.100 0.177
H -2.034 4.666 -2.702 -0.012 -0.014 -0.004
H -1.120 4.206 -1.265 -0.006 0.014 -0.007
H -2.428 3.164 -1.889 0.017 0.004 -0.017
H 0.093 4.917 -4.017 0.005 0.007 0.012
H 1.251 3.582 -4.117 -0.003 0.000 0.021
H 1.049 4.481 -2.602 0.011 0.000 0.026
H -1.618 3.363 -4.915 0.003 -0.013 0.004
H -2.120 1.924 -4.051 -0.032 -0.052 -0.002
H -0.549 1.957 -4.890 -0.015 -0.008 0.013
H 0.606 2.356 -1.527 -0.085 0.019 0.073
H -0.996 0.496 -2.845 -0.053 -0.013 -0.037
H -1.600 1.224 -1.538 0.019 0.149 -0.058
F 1.938 1.724 7.302 -0.002 -0.008 -0.017
C 1.520 1.609 6.045 0.052 0.023 0.026
C 2.350 2.050 5.027 -0.031 -0.007 0.003
C 1.911 1.928 3.722 -0.009 0.037 -0.059
C 0.659 1.372 3.447 -0.035 -0.230 0.073
C -0.158 0.949 4.492 -0.011 -0.105 0.016
C 0.272 1.066 5.806 -0.053 -0.004 -0.054
Sb 0.042 1.288 1.441 0.289 0.032 0.328
C -2.045 1.192 1.503 -0.083 -0.113 -0.267
C -2.682 0.110 2.109 0.023 0.070 0.137
C -4.063 0.073 2.182 0.000 -0.006 0.010
C -4.783 1.117 1.625 -0.010 0.018 0.011
F -6.110 1.080 1.688 -0.004 -0.008 -0.017
C -4.176 2.188 0.995 0.007 0.014 -0.013
C -2.791 2.221 0.931 0.004 -0.049 0.020
C 0.658 3.220 0.922 -0.075 -0.115 -0.214
C -0.033 4.267 1.532 0.091 0.047 -0.067
C 0.387 5.571 1.336 -0.043 0.014 0.045
C 1.505 5.798 0.550 -0.001 0.035 0.005
F 1.905 7.050 0.359 0.006 -0.011 0.006
C 2.230 4.772 -0.028 -0.001 -0.038 -0.018
C 1.795 3.468 0.159 0.100 0.011 0.114
H 3.311 2.485 5.268 -0.008 0.002 -0.005
H 2.548 2.285 2.922 0.004 0.013 -0.008
H -1.141 0.538 4.300 0.011 0.014 0.023
H -0.344 0.754 6.638 -0.004 0.002 -0.009
H -2.115 -0.703 2.545 -0.001 -0.013 -0.039
H -4.587 -0.749 2.651 0.004 0.018 0.021
H -4.782 2.977 0.570 -0.002 -0.006 0.006
H -2.309 3.055 0.437 0.011 0.012 0.029
H -0.882 4.081 2.180 -0.032 0.000 -0.025
H -0.127 6.407 1.792 0.010 0.003 -0.010
H 3.115 4.999 -0.607 -0.012 0.003 -0.007
H 2.373 2.657 -0.273 -0.068 -0.025 -0.034
```
Positions in Å, forces in eV/Å.

## Properties
- calculated total energy (hartree) = -2898.19628
- HOMO (alpha / beta) (eV) = -13.0274 / -13.0229
- gap between HOMO and LUMO (alpha / beta) (Eh) = 0.231 / 0.231
- total charge = +2

Löwdin population analysis, charges in e, atoms 1 to 4: atom 1 (Rh): 0.733, atom 2 (C): -0.018, atom 3 (C): -0.238, atom 4 (C): -0.032

***

# 2
A structure of composition C73H64N2OP2Pt. Source: the Open Molecules 2025 dataset; level of theory: the ωB97M-V functional and the def2-TZVPD basis.

Structure (XYZ):
```
143
Properties=species:S:1:pos:R:3:forces:R:3
Pt -0.558 0.496 1.044 0.496 0.155 0.411
C 7.236 -0.620 0.504 0.021 -0.031 0.001
C 5.743 -0.928 0.374 -0.021 0.029 0.008
C 5.554 -2.458 0.315 -0.044 0.005 -0.003
C 4.950 -0.402 1.560 0.094 -0.060 0.029
C 5.524 -0.307 2.818 -0.007 0.076 0.037
C 4.776 0.047 3.929 -0.020 -0.011 -0.078
C 3.428 0.277 3.774 0.105 -0.059 0.011
C 2.799 0.201 2.526 -0.103 -0.203 0.096
P 0.981 0.496 2.685 -0.285 0.346 0.114
C 0.986 2.230 3.300 0.210 -0.019 -0.062
C 2.121 3.035 3.208 0.015 -0.056 0.136
C 2.072 4.374 3.570 -0.014 0.004 0.007
C 0.888 4.930 4.026 0.007 0.017 0.005
C -0.253 4.144 4.100 -0.009 -0.039 0.002
C -0.208 2.809 3.727 -0.104 0.027 -0.068
C 0.686 -0.593 4.123 -0.008 0.082 0.064
C 1.023 -1.938 3.985 -0.017 -0.058 -0.024
C 0.848 -2.818 5.039 -0.036 -0.005 -0.016
C 0.329 -2.363 6.245 -0.009 0.021 -0.001
C -0.007 -1.027 6.388 0.026 -0.010 0.006
C 0.173 -0.142 5.332 0.058 0.043 -0.012
C 3.585 -0.117 1.416 0.018 0.084 -0.095
O 2.996 -0.153 0.177 -0.053 -0.039 -0.032
C 3.800 -0.042 -0.949 -0.022 -0.011 0.017
C 3.187 0.333 -2.144 -0.031 0.018 0.058
C 3.976 0.478 -3.281 0.046 -0.031 -0.035
C 5.339 0.254 -3.238 -0.045 -0.021 0.073
C 5.915 -0.162 -2.047 -0.015 0.051 -0.035
C 5.162 -0.330 -0.892 0.073 -0.008 0.010
P 1.363 0.502 -2.242 -0.142 -0.067 -0.184
C 1.008 -0.717 -3.532 0.116 0.118 -0.130
C 0.650 -0.483 -4.898 -0.132 0.002 0.116
C 0.032 -1.448 -5.620 0.056 -0.010 0.073
C -0.436 -2.698 -4.930 0.000 0.031 0.005
C 0.496 -3.057 -3.821 -0.009 -0.053 -0.032
C 1.081 -2.077 -3.107 0.102 0.022 0.020
C 1.161 2.128 -3.051 0.175 0.051 -0.004
C -0.004 2.426 -3.755 -0.026 0.008 0.059
C -0.234 3.709 -4.233 -0.007 -0.052 0.006
C 0.687 4.719 -4.002 0.036 0.037 0.032
C 1.839 4.440 -3.278 -0.030 0.000 -0.013
C 2.071 3.157 -2.806 0.018 -0.043 -0.054
H 7.655 -1.079 1.398 -0.004 -0.013 0.003
H 7.423 0.454 0.540 -0.003 -0.002 0.005
H 7.790 -1.042 -0.333 -0.010 0.001 -0.007
H 5.944 -2.922 1.223 -0.003 0.004 -0.002
H 6.079 -2.870 -0.549 0.001 0.005 0.003
H 4.496 -2.714 0.224 0.002 0.000 0.000
H 6.575 -0.521 2.943 -0.002 -0.003 0.002
H 5.236 0.119 4.906 0.001 0.003 -0.006
H 2.835 0.521 4.646 0.019 0.014 -0.003
H 3.056 2.625 2.852 0.000 0.016 -0.011
H 2.965 4.982 3.489 -0.001 -0.005 0.003
H 0.849 5.974 4.309 0.000 -0.002 -0.001
H -1.192 4.565 4.433 -0.006 0.003 -0.007
H -1.122 2.232 3.740 -0.061 -0.065 0.004
H 1.432 -2.300 3.048 -0.001 0.016 0.013
H 1.112 -3.860 4.917 -0.006 0.002 0.000
H 0.189 -3.050 7.069 0.003 0.000 -0.001
H -0.406 -0.663 7.326 0.001 -0.005 0.005
H -0.081 0.901 5.466 0.003 0.007 -0.024
H 3.501 0.766 -4.211 -0.011 0.000 0.004
H 5.945 0.373 -4.126 0.000 0.003 0.005
H 6.975 -0.371 -2.027 -0.002 0.002 -0.005
H 0.880 0.474 -5.351 -0.016 0.037 0.006
H -0.208 -1.292 -6.664 -0.011 0.006 0.009
H -0.560 -3.533 -5.621 0.013 0.033 -0.048
H 0.594 -4.097 -3.539 -0.024 0.004 0.011
H 1.628 -2.307 -2.195 0.002 0.000 -0.007
H -0.757 1.665 -3.911 -0.001 -0.063 -0.019
H -1.147 3.917 -4.779 0.008 0.004 -0.003
H 0.506 5.719 -4.373 -0.004 0.000 0.005
H 2.557 5.224 -3.074 0.002 0.000 -0.008
H 2.972 2.958 -2.237 0.001 -0.007 -0.011
N -3.859 1.343 1.373 -0.105 0.111 0.042
C -3.645 1.519 2.725 -0.050 -0.071 -0.105
C -4.036 2.709 3.350 0.047 0.013 -0.071
C -3.871 2.889 4.711 0.019 0.003 0.027
C -3.326 1.875 5.489 -0.001 0.024 -0.035
C -2.927 0.701 4.868 0.047 0.053 -0.019
C -3.035 0.512 3.490 0.020 -0.029 0.098
C -2.587 -0.799 2.932 -0.020 0.037 0.177
C -3.162 -1.931 3.529 -0.013 0.017 -0.023
C -2.741 -3.215 3.242 0.029 0.021 -0.055
C -1.723 -3.384 2.315 0.003 -0.013 0.017
C -1.170 -2.279 1.691 -0.068 -0.047 -0.093
C -1.572 -0.969 1.979 0.063 -0.270 -0.410
H -4.521 1.963 0.938 -0.009 -0.037 0.023
H -3.912 0.393 1.043 0.088 -0.034 -0.009
H -4.494 3.486 2.748 0.005 0.005 0.004
H -4.191 3.818 5.168 0.004 -0.001 -0.001
H -3.214 1.995 6.559 -0.004 0.009 -0.002
H -2.487 -0.095 5.458 -0.071 0.011 -0.037
H -3.959 -1.776 4.247 0.008 0.000 0.022
H -3.198 -4.063 3.735 0.010 -0.008 -0.010
H -1.353 -4.376 2.082 -0.030 -0.013 -0.028
H -0.385 -2.432 0.960 0.032 0.006 0.005
C -4.520 -0.083 -3.460 0.056 0.038 -0.042
C -4.004 1.236 -3.445 0.002 -0.043 -0.008
C -3.024 1.569 -2.513 0.019 0.006 -0.134
C -2.534 0.696 -1.554 -0.059 -0.003 0.051
C -3.041 -0.745 -1.507 0.028 0.053 -0.091
C -4.063 -1.011 -2.595 -0.043 0.012 0.059
N -1.571 1.089 -0.660 -0.284 -0.039 0.048
C -1.257 2.435 -0.440 0.073 -0.042 -0.039
C 0.059 2.684 -0.003 -0.002 -0.198 -0.079
C 0.475 3.955 0.393 -0.080 0.008 0.044
C -0.406 5.011 0.333 0.040 -0.013 0.007
C -1.722 4.777 -0.078 -0.038 0.014 -0.004
C -2.152 3.523 -0.446 -0.048 -0.006 0.136
H -5.249 -0.372 -4.207 -0.004 0.011 0.006
H -4.335 1.970 -4.167 -0.003 -0.007 -0.001
H -2.595 2.559 -2.570 -0.012 -0.024 -0.002
H -3.584 -0.865 -0.545 0.074 -0.051 0.114
H -4.415 -2.024 -2.705 -0.064 0.009 0.068
H 0.803 1.878 -0.083 -0.022 0.094 -0.155
H 1.495 4.105 0.721 0.003 0.007 -0.014
H -0.087 6.009 0.604 -0.003 -0.006 0.010
H -2.430 5.598 -0.093 0.006 0.008 0.000
H -3.187 3.365 -0.710 0.015 0.002 -0.016
C -1.002 -4.113 -1.309 0.016 0.066 0.001
C -2.173 -3.242 -1.824 -0.031 0.052 -0.046
C -3.406 -3.774 -1.050 0.018 -0.025 0.041
C -1.938 -1.783 -1.499 0.014 -0.018 -0.070
C -2.362 -3.434 -3.350 0.053 0.050 0.034
C -1.886 -2.387 -4.333 -0.042 -0.042 -0.008
C -2.806 -2.262 -5.512 0.004 -0.052 -0.006
C -3.487 -3.343 -5.954 -0.003 -0.028 0.044
C -3.501 -4.539 -5.185 0.016 0.027 -0.010
C -3.026 -4.516 -3.857 -0.038 0.001 -0.025
H -1.150 -4.321 -0.253 0.001 -0.021 0.149
H -0.036 -3.632 -1.426 -0.023 -0.003 0.000
H -0.987 -5.066 -1.842 0.007 0.004 0.024
H -3.324 -3.465 -0.005 -0.014 -0.009 -0.041
H -3.416 -4.865 -1.063 -0.015 -0.002 -0.020
H -4.360 -3.430 -1.441 0.000 0.013 -0.009
H -0.921 -1.431 -1.382 -0.004 0.014 0.072
H -1.776 -1.429 -3.820 -0.014 0.023 -0.025
H -2.835 -1.319 -6.046 0.021 -0.006 -0.008
H -4.068 -3.293 -6.867 0.005 -0.003 0.000
H -4.013 -5.416 -5.557 -0.003 0.006 0.003
H -3.294 -5.341 -3.207 0.000 -0.003 -0.005
```
Positions in Å, forces in eV/Å.

## Properties
- calculated total energy (hartree) = -3806.77597
- expectation value of S² = 6.12
- HOMO (alpha / beta) (eV) = -5.3302 / -7.1125
- gap between HOMO and LUMO (alpha / beta) (Eh) = 0.210 / 0.239
- 2S+1 = 5

Löwdin population analysis, charges in e, atoms 1 to 4: atom 1 (Pt): 0.925, atom 2 (C): -0.043, atom 3 (C): -0.429, atom 4 (C): -0.001

***

# 3
A structure of composition C10H28BF3NaO8 at a distorted geometry. Source: the Open Molecules 2025 dataset; level of theory: the ωB97M-V functional and the def2-TZVPD basis.

Structure (XYZ):
```
51
Properties=species:S:1:pos:R:3:forces:R:3
Na 17.859 -8.887 -7.054 0.045 0.035 0.760
B 15.132 -9.135 -5.400 0.003 0.025 -0.200
H 14.612 -9.662 -6.185 -1.752 -1.986 -3.640
H 14.691 -9.567 -4.515 -1.592 -1.668 3.793
H 16.196 -9.304 -5.349 4.356 -0.668 -0.072
H 14.885 -8.085 -5.391 -0.933 4.286 -0.172
C 21.527 -8.350 -6.495 -2.161 0.516 -1.038
O 21.464 -9.745 -6.492 0.573 -1.957 -0.648
O 20.225 -7.999 -6.561 0.492 1.194 0.718
C 22.330 -7.845 -5.257 -2.742 -1.238 -0.453
F 21.672 -8.280 -4.153 0.394 0.098 0.363
F 23.572 -8.338 -5.184 0.569 0.410 -0.001
F 22.310 -6.530 -5.237 0.866 0.776 0.219
C 22.526 -10.505 -7.031 -0.274 -1.772 1.901
C 22.094 -12.006 -7.071 0.034 0.816 -0.855
H 22.974 -12.622 -7.257 0.151 -0.073 0.493
H 21.546 -12.281 -6.169 0.424 -0.042 0.018
H 21.458 -12.247 -7.923 -0.296 0.298 -0.047
H 23.260 -10.486 -6.225 0.948 0.093 -0.592
H 22.929 -10.225 -8.005 -0.143 0.576 0.010
H 22.064 -8.030 -7.388 0.795 0.256 -0.426
C 16.772 -5.746 -5.402 -2.383 0.171 -0.040
C 17.847 -5.940 -4.386 1.417 -0.773 -1.245
O 19.142 -5.572 -4.930 -1.067 0.415 0.769
O 16.933 -6.615 -6.524 1.290 0.217 -0.661
H 16.554 -4.727 -5.720 0.853 0.412 -0.227
H 15.792 -6.048 -5.031 0.026 -0.175 0.938
H 17.863 -7.024 -4.274 -0.029 -0.204 0.638
H 17.714 -5.459 -3.416 -0.240 0.161 -0.291
H 19.314 -6.265 -5.573 0.731 -0.473 -0.464
H 16.116 -6.598 -7.028 -0.210 -0.172 0.266
C 18.401 -7.503 -9.896 1.993 2.569 0.025
C 19.957 -7.427 -10.234 -1.769 1.332 1.061
O 20.313 -7.933 -11.486 -0.163 -0.547 -0.365
O 17.826 -8.736 -9.722 -0.068 -1.466 -0.187
H 17.824 -6.972 -10.654 0.266 0.226 -0.504
H 18.252 -6.879 -9.015 0.174 -0.249 0.414
H 20.588 -7.743 -9.402 -0.173 -0.728 0.067
H 20.133 -6.351 -10.261 0.047 0.180 -0.205
H 19.878 -8.786 -11.551 0.255 -0.293 -0.212
H 17.702 -8.995 -10.638 -0.495 -0.940 0.252
C 19.023 -11.511 -5.216 1.227 1.015 -0.113
C 18.809 -11.741 -6.732 -1.696 0.637 1.517
O 17.368 -11.607 -7.162 2.615 -0.034 -0.312
O 19.068 -10.143 -4.776 -2.011 -1.214 0.283
H 19.942 -12.029 -4.944 0.578 0.205 -0.213
H 18.343 -12.108 -4.608 -0.829 0.612 -0.052
H 19.296 -12.705 -6.882 -0.698 -0.396 -0.723
H 19.389 -10.982 -7.257 -0.207 -0.039 -0.209
H 16.749 -11.935 -6.505 0.197 0.100 0.457
H 19.855 -9.608 -4.901 0.611 -0.522 -0.795
```
Positions in Å, forces in eV/Å.

## Properties
- calculated total energy (hartree) = -1486.41037
- HOMO (eV) = -5.2307
- gap between HOMO and LUMO (Eh) = 0.263
- total charge = -1

natural (NBO) population analysis, charges in e, atoms 1 to 4: atom 1 (Na): 0.921, atom 2 (B): -0.842, atom 3 (H): -0.029, atom 4 (H): -0.006

***

Energy above the lowest of the compared OMol25 structures with the same formula, charge and spin (computed, eV): 0.000 0.546 2.396